# 1
This record from OMol25 describes the ion C5H8N3 with charge +1. The level of theory is ωB97M-V with the def2-TZVPD basis set.

Its structure (SMILES) is C[C@@H]1NC=[NH+][C@H]1C#N. The value obtained for the maximum force is 4.8 eV/Å. Its orbital gap is 10.86 eV. As for the LUMO energy: -4.492 eV. As for the energy above the lowest of the compared OMol25 structures with the same formula, charge and spin: 1.666 eV. The total energy is -9776.8759 eV.

Structure (ORCA input):
```
! wB97M-V def2-TZVPD RIJCOSX def2/J DEFGRID3
* xyz 1 1
C -0.41790 -0.43260 -1.81636
C -0.53439 -0.48583 -0.30305
N -1.14278 0.67877 0.24618
C -0.25667 1.45742 0.93743
N 0.97714 0.93712 0.86245
C 0.86135 -0.51051 0.37908
C 0.94278 -1.31986 1.57740
N 0.86011 -1.88146 2.57519
H -0.15584 0.58206 -1.97031
H -1.29884 -0.54077 -2.33259
H 0.41255 -1.07527 -2.31193
H -1.06848 -1.49549 -0.11245
H -2.03381 0.94403 0.03857
H -0.71063 2.37734 1.27961
H 1.83582 1.30651 1.34318
H 1.72959 -0.54144 -0.39240
*
```



# 2
This record from OMol25 describes the molecule C2H6NO2P. The level of theory is ωB97M-V with the def2-TZVPD basis set.

Its structure (SMILES) is CC1=[P@@H]([O-])[N@@H+]1O. The value obtained for the maximum force is 6.0 eV/Å. Its orbital gap is 9.24 eV. As for the LUMO energy: 0.578 eV. As for the energy above the lowest of the compared OMol25 structures with the same formula, charge and spin: 5.847 eV. The total energy is -17039.9206 eV.

Structure (ORCA input):
```
! wB97M-V def2-TZVPD RIJCOSX def2/J DEFGRID3
* xyz 0 1
C -0.91099 -1.38709 0.13210
C -0.65067 -0.08972 0.71042
P 1.16300 0.13582 0.80239
O 2.26365 -0.63459 0.24572
N 0.13383 0.76887 -0.50707
O -0.21139 2.10563 -1.06081
H -1.73185 -1.38570 -0.60767
H -1.53624 -2.00423 0.92924
H -0.13060 -1.90619 -0.26412
H 1.51497 1.28272 1.40746
H 0.26742 0.31998 -1.36899
H -0.17114 2.79449 -0.41865
*
```



# 3
This record from OMol25 describes a structure of composition C52H43N3O2P2PtS. The level of theory is ωB97M-V with the def2-TZVPD basis set.

The value obtained for the maximum force is 0.2 eV/Å. Its orbital gap is 5.52 eV. As for the LUMO energy: -12.447 eV. As for the energy above the lowest of the compared OMol25 structures with the same formula, charge and spin: 0.086 eV. The total energy is -95813.0053 eV.

Structure (ORCA input):
```
! wB97M-V def2-TZVPD RIJCOSX def2/J DEFGRID3
* xyz 4 1
Pt 0.03087 -0.33987 -0.35460
O -0.68516 1.53197 1.83550
S -1.44556 0.61966 0.99620
C -2.08439 -0.69789 1.92976
C -2.13103 -0.51378 3.30675
C -2.87408 -1.35981 4.13878
C -3.63315 -2.34516 3.54553
C -4.59222 -3.34216 4.12955
C -5.14577 -4.13113 2.91466
C -4.44341 -3.54781 1.72158
C -4.52931 -3.83033 0.37800
C -3.68580 -3.13414 -0.49803
C -2.79225 -2.14219 -0.08472
P -1.53250 -1.79793 -1.30503
C -2.36215 -1.55617 -2.85866
C -2.06197 -2.33275 -3.98455
C -2.79225 -2.15838 -5.14895
C -3.81374 -1.21748 -5.19902
C -4.13585 -0.46854 -4.07089
C -3.42368 -0.64250 -2.89889
C -0.38226 -3.15694 -1.34695
C 0.57746 -3.24523 -2.37005
C 1.41944 -4.33767 -2.42328
C 1.33706 -5.32896 -1.44802
C 0.41982 -5.22607 -0.40849
C -0.44251 -4.14517 -0.35135
C -2.77098 -1.76534 1.28383
C -3.57635 -2.52093 2.14508
C -2.79919 1.38720 0.20279
C -3.97072 1.43021 0.95703
C -5.11374 2.11149 0.54008
C -5.06664 2.76210 -0.67113
C -6.10548 3.57431 -1.38645
C -5.43412 4.00031 -2.71368
C -4.06072 3.39880 -2.66326
C -3.03384 3.42272 -3.57571
C -1.84975 2.76386 -3.24039
C -1.64936 2.10135 -2.02367
P -0.00355 1.54170 -1.75993
C 0.81610 1.14964 -3.27415
C 0.14232 0.34059 -4.20403
C 0.73618 0.04628 -5.41495
C 1.99545 0.56062 -5.71555
C 2.65329 1.38665 -4.81180
C 2.07357 1.68516 -3.59155
C 0.91749 2.64790 -0.72276
C 2.27485 2.42575 -0.43825
C 2.97737 3.34856 0.30931
C 2.33490 4.48791 0.79343
C 0.98913 4.70414 0.53035
C 0.27548 3.78903 -0.22389
C -2.70458 2.04727 -1.06115
C -3.88689 2.70667 -1.44317
H -1.61682 0.33817 3.73442
H -2.88446 -1.19191 5.20720
H -5.38068 -2.83573 4.68879
H -4.08162 -3.98914 4.84513
H -6.22696 -4.02465 2.81353
H -4.95134 -5.20179 2.99308
H -5.19732 -4.58796 -0.00939
H -3.70941 -3.41386 -1.54590
H -1.29261 -3.09021 -3.95175
H -2.57858 -2.77370 -6.01278
H -4.38311 -1.09088 -6.11066
H -4.96472 0.22616 -4.10236
H -3.71651 -0.10689 -2.00553
H 0.66807 -2.46193 -3.11341
H 2.14168 -4.42421 -3.22386
H 1.99205 -6.18897 -1.50207
H 0.36281 -6.00082 0.34403
H -1.17649 -4.08617 0.44153
H -3.99876 0.92212 1.91276
H -5.99607 2.12133 1.16551
H -6.40059 4.43154 -0.77853
H -7.01314 2.98999 -1.54628
H -5.36894 5.08535 -2.81397
H -5.98114 3.64909 -3.59020
H -3.11551 3.93791 -4.52344
H -1.03754 2.79644 -3.95626
H -0.85437 -0.02006 -3.99347
H 0.21296 -0.56476 -6.13856
H 2.45398 0.33744 -6.67021
H 3.61223 1.81587 -5.06855
H 2.57704 2.36690 -2.92283
H 2.78179 1.55283 -0.82973
H 4.03281 3.20345 0.49924
H 2.89349 5.21566 1.36768
H 0.49964 5.59525 0.89886
H -0.76683 3.97747 -0.44425
C 4.98507 -0.66079 2.79856
N 3.84861 -0.68894 1.87541
C 3.91539 -1.25794 0.52940
C 2.52643 -0.95548 0.05319
O 1.97338 -1.15010 -1.05607
N 1.81615 -0.35695 1.00731
C 2.65048 -0.15908 2.07876
N 2.25260 0.49612 3.14863
H 5.62324 -1.51562 2.58956
H 4.63367 -0.75693 3.82441
H 5.56228 0.25590 2.68293
H 4.11327 -2.33244 0.54361
H 4.67679 -0.77316 -0.08643
H 1.33467 0.91778 3.14253
H 2.86961 0.68714 3.92272
*
```



# 4
This record from OMol25 describes a structure of composition C33H33N6O7P2Ru. The level of theory is ωB97M-V with the def2-TZVPD basis set.

The value obtained for the maximum force is 2.0 eV/Å. Its orbital gap (alpha / beta) is 7.23 / 5.82 eV. As for the LUMO energy (alpha / beta): -6.937 / -8.354 eV. As for the energy above the lowest of the compared OMol25 structures with the same formula, charge and spin: 1.785 eV. The total energy is -79165.2546 eV.

Structure (ORCA input):
```
! wB97M-V def2-TZVPD RIJCOSX def2/J DEFGRID3
* xyz 2 2
Ru 0.35767 -0.10971 0.16339
N -2.29456 0.43315 1.60379
P -0.77279 1.11246 2.01907
C -0.46528 0.47013 3.70426
C -1.45239 0.48898 4.68431
C -1.13035 0.10548 5.97336
C 0.16522 -0.27151 6.29121
C 1.14905 -0.27580 5.31707
C 0.83323 0.08383 4.01935
C -1.22650 2.81572 2.45629
C -2.52854 3.20145 2.76960
C -2.76145 4.47409 3.26096
C -1.71345 5.36382 3.44015
C -0.41561 4.97403 3.14787
C -0.17149 3.70574 2.65628
P -2.25319 -1.13750 0.83855
C -3.99804 -1.62284 0.93993
C -4.98050 -0.72290 1.35661
C -6.26210 -1.17848 1.60325
C -6.58961 -2.51167 1.40071
C -5.62149 -3.40034 0.95956
C -4.33540 -2.95642 0.71057
C -1.38808 -2.05563 2.15706
C -2.12952 -2.47403 3.25562
C -1.50500 -3.16440 4.28039
C -0.15461 -3.45703 4.20934
C 0.58526 -3.05776 3.10623
C -0.02943 -2.35380 2.08528
H -2.89148 1.10880 1.12770
H -2.45540 0.80899 4.44446
H -1.89083 0.10950 6.73616
H 0.41025 -0.55773 7.30207
H 2.16204 -0.54634 5.57021
H 1.59285 0.07874 3.24268
H -3.36057 2.51896 2.65970
H -3.76731 4.77014 3.51575
H -1.90853 6.35337 3.82209
H 0.40185 5.65706 3.31510
H 0.84123 3.38826 2.44182
H -4.75605 0.31861 1.52284
H -7.00678 -0.48188 1.95426
H -7.59843 -2.85378 1.57276
H -5.86208 -4.43792 0.78966
H -3.60537 -3.65766 0.34055
H -3.18839 -2.27135 3.30348
H -2.08739 -3.48381 5.13060
H 0.32606 -3.99675 5.00989
H 1.63188 -3.31016 3.04602
H 0.55448 -2.08158 1.18633
N 0.62554 1.57141 -1.51524
C 1.66501 2.56914 -1.28249
C 3.04319 1.94213 -1.06519
C 3.24645 1.26623 0.29260
N 2.75107 -0.12123 0.31944
H 0.88291 1.00204 -2.33046
H -0.25997 2.02483 -1.73907
H 1.37973 3.16820 -0.41080
H 1.73092 3.24099 -2.14882
H 3.77760 2.74110 -1.15826
H 3.24893 1.22661 -1.86347
H 2.73035 1.82394 1.08535
H 4.32087 1.27334 0.51533
H 3.04229 -0.56599 1.19381
H 3.21951 -0.63428 -0.43770
O 2.72522 -5.93534 -4.67151
N 1.69307 -5.96850 -4.05556
O 0.98170 -6.92077 -3.87004
C 1.25856 -4.70598 -3.44961
C 2.10137 -3.59183 -3.50677
C 1.68257 -2.41399 -2.94493
C 0.43621 -2.28080 -2.23767
O 0.06620 -1.17827 -1.74309
C -0.34710 -3.48475 -2.15478
C 0.04538 -4.65631 -2.79383
N -1.50156 -3.47041 -1.36753
O -1.47774 -2.67556 -0.36676
O -2.43974 -4.19682 -1.58610
N 2.50578 -1.23331 -2.92511
O 3.57963 -1.31099 -2.36438
O 2.03192 -0.20507 -3.35406
H 3.05903 -3.68537 -4.00322
H -0.56818 -5.54791 -2.74116
*
```



# 5
This record from OMol25 describes the molecule C2HFN2OS. The level of theory is ωB97M-V with the def2-TZVPD basis set.

Its structure (SMILES) is Fc1n[nH]oc1=S. The value obtained for the maximum force is 3.7 eV/Å. Its orbital gap is 8.83 eV. As for the LUMO energy: -0.596 eV. As for the energy above the lowest of the compared OMol25 structures with the same formula, charge and spin: 2.120 eV. The total energy is -20667.3868 eV.

Structure (ORCA input):
```
! wB97M-V def2-TZVPD RIJCOSX def2/J DEFGRID3
* xyz 0 1
F -0.74905 -1.45196 1.33487
C -0.55293 -0.82237 0.18824
N -1.14480 -1.09621 -0.90623
N -0.64652 -0.24367 -1.87307
O 0.02796 0.84797 -1.11004
C 0.27165 0.43907 0.13933
S 1.37403 1.10776 1.05336
H -1.23983 0.23859 -2.49765
*
```